Model w:
A single C3H5NS molecule. Source: the OMol25 dataset; level of theory: wB97M-V/def2-TZVPD.

Kohn-Sham gap (alpha / beta)   7.4 / 7.4 eV
Highest occupied orbital energy (alpha / beta)   -7.640 / -7.641 eV

Last column: Mulliken charge in e.
CARTESIAN COORDINATES (ANGSTROEM)
C  0.65662  0.19445  -0.11963  0.23
C  -1.74167  1.01192  -0.03545  -0.51
C  1.63769  -0.84855  -0.02776  -0.86
N  -0.50040  0.42075  0.07318  0.12
S  -2.39887  -0.68199  0.00005  -0.36
H  -1.83738  1.79464  0.77059  0.27
H  -1.75559  1.64192  -0.98826  0.24
H  1.47052  -1.94809  -0.29044  0.29
H  1.97617  -1.04041  1.10984  0.25
H  2.49291  -0.54464  -0.49212  0.34

Model x:
A single C3H5NS molecule. Source: the OMol25 dataset; level of theory: wB97M-V/def2-TZVPD.

Kohn-Sham gap   8.2 eV
Highest occupied orbital energy   -8.654 eV
SMILES   S=C1CNC1

Last column: Mulliken charge in e.
CARTESIAN COORDINATES (ANGSTROEM)
S  -1.88712  -0.00255  -0.03226  -0.27
C  -0.27268  0.15096  -0.03606  0.02
C  1.03815  1.09216  0.09588  -0.20
N  1.88818  -0.17808  -0.36164  -0.49
C  0.89942  -1.05960  0.19436  -0.35
H  0.99594  2.19711  -0.41231  0.28
H  1.47343  1.33022  1.23283  0.21
H  2.93724  -0.12870  -0.10813  0.25
H  1.01846  -1.15206  1.22101  0.31
H  0.56207  -2.06031  -0.41090  0.25

Energy above the most stable structure, in hartree: model w 0.0021; model x 0.0000